Entry 1:
{"formula": "C7H5BrFNO2", "method": "ωB97M-V/def2-TZVPD", "largest_force_ev_per_a": 5.489, "mol_weight_g_mol": 234.0, "charge": 0, "relative_energy_kj_mol": 158.4, "gap_ha": [0.2521, 0.2497], "homo_energy_ev": [-9.632, -9.586], "lumo_ev": [-2.8, -2.8], "spin_multiplicity": 1, "symbols": ["C", "C", "C", "C", "C", "C", "C", "N", "O", "O", "F", "Br", "H", "H", "H", "H", "H"], "xyz": [[-1.788, -1.568, -0.753], [-1.876, -0.215, -1.084], [-0.841, -2.105, 0.044], [-0.856, 0.621, -0.660], [0.307, -1.328, 0.381], [0.269, 0.027, 0.048], [1.263, 0.755, 0.717], [1.454, 2.213, 0.591], [2.030, 2.770, 1.486], [1.090, 2.846, -0.370], [1.648, 0.387, 1.894], [3.619, 0.423, -0.528], [-2.647, -2.134, -1.010], [-2.680, 0.301, -1.606], [-1.031, -2.990, 0.427], [-0.946, 1.754, -0.556], [0.985, -1.755, 0.978]]}



Entry 2:
{"formula": "C7H5BrOS", "method": "ωB97M-V/def2-TZVPD", "largest_force_ev_per_a": 6.009, "mol_weight_g_mol": 217.1, "charge": 0, "relative_energy_kj_mol": 319.7, "gap_ha": [0.2243, 0.2238], "homo_energy_ev": [-7.399, -7.391], "lumo_ev": [-1.3, -1.3], "spin_multiplicity": 1, "symbols": ["C", "C", "C", "C", "C", "C", "C", "O", "S", "Br", "H", "H", "H", "H", "H"], "xyz": [[0.805, -1.567, 0.194], [1.342, -0.515, -0.479], [-0.391, -1.532, 0.833], [0.639, 0.753, -0.436], [-0.945, -0.328, 1.130], [-0.342, 0.876, 0.634], [-0.565, 2.029, 1.304], [-0.838, 2.927, 2.034], [-0.493, 0.050, -2.519], [-0.964, 1.302, -4.165], [1.295, -2.506, 0.211], [2.172, -0.631, -1.126], [-1.077, -2.232, 1.427], [1.002, 1.637, -0.884], [-1.641, -0.263, 1.842]]}



Entry 3:
{"formula": "C7H5ClF3OP", "method": "ωB97M-V/def2-TZVPD", "smiles": "O=[P@@](Cl)(c1ccccc1)C(F)(F)F", "largest_force_ev_per_a": 1.125, "mol_weight_g_mol": 228.5, "charge": 0, "relative_energy_kj_mol": 0.0, "gap_ha": 0.3847, "homo_energy_ev": -10.279, "lumo_ev": 0.2, "spin_multiplicity": 1, "symbols": ["C", "C", "C", "C", "C", "C", "C", "O", "F", "F", "F", "P", "Cl", "H", "H", "H", "H", "H"], "xyz": [[-1.495, -1.906, 1.226], [-0.332, -2.174, 0.520], [-1.864, -0.598, 1.503], [0.473, -1.137, 0.085], [-1.068, 0.447, 1.070], [0.094, 0.171, 0.363], [1.110, 1.421, -2.080], [0.614, 2.914, 0.198], [-0.139, 1.485, -2.547], [1.803, 2.423, -2.617], [1.638, 0.280, -2.533], [1.075, 1.587, -0.186], [2.971, 1.256, 0.267], [-2.117, -2.721, 1.563], [-0.052, -3.195, 0.308], [-2.769, -0.395, 2.053], [1.383, -1.335, -0.461], [-1.327, 1.477, 1.267]]}



Entry 4:
{"formula": "C7H5I2O2", "method": "ωB97M-V/def2-TZVPD", "largest_force_ev_per_a": 2.770, "mol_weight_g_mol": 374.9, "charge": -1, "relative_energy_kj_mol": 47.8, "gap_ha": 0.2671, "homo_energy_ev": -4.501, "lumo_ev": 2.8, "spin_multiplicity": 1, "symbols": ["C", "C", "C", "C", "C", "C", "C", "O", "O", "I", "I", "H", "H", "H", "H", "H"], "xyz": [[-1.693, -1.091, 0.018], [-0.820, -1.049, 1.052], [-1.193, -0.475, -1.213], [0.583, -0.923, 0.938], [1.549, 1.591, 0.085], [-0.678, 0.747, -1.182], [1.304, -0.075, 0.168], [1.926, 2.027, -0.961], [1.468, 2.043, 1.194], [-1.502, 2.120, 0.212], [3.342, -0.846, 0.091], [-2.828, -1.237, 0.137], [-1.044, -1.492, 1.987], [-1.092, -0.930, -2.212], [0.922, -1.639, 1.706], [-0.243, 1.229, -2.020]]}



Entry 5:
{"formula": "C7H6", "method": "ωB97M-V/def2-TZVPD", "smiles": "CC1=C2CC#C[C@H]12", "largest_force_ev_per_a": 2.091, "mol_weight_g_mol": 90.1, "charge": 0, "relative_energy_kj_mol": 533.4, "gap_ha": 0.3155, "homo_energy_ev": -8.458, "lumo_ev": 0.1, "spin_multiplicity": 1, "symbols": ["C", "C", "C", "C", "C", "C", "C", "H", "H", "H", "H", "H", "H"], "xyz": [[0.439, 0.581, -2.688], [0.654, 1.295, -1.660], [-0.846, 0.308, -0.592], [0.019, 0.280, 0.411], [-0.712, -0.231, -2.347], [0.083, 1.549, -0.388], [0.636, -0.340, 1.589], [-1.638, -0.016, -2.868], [-0.494, -1.286, -2.251], [-0.256, 2.525, -0.086], [-0.110, -0.497, 2.366], [1.424, 0.299, 1.985], [1.051, -1.315, 1.331]]}



Entry 6:
{"formula": "C7H60AlF3NO23", "method": "ωB97M-V/def2-TZVPD", "largest_force_ev_per_a": 2.720, "mol_weight_g_mol": 610.5, "charge": -1, "gap_ha": 0.2195, "homo_energy_ev": -4.130, "lumo_ev": 1.8, "spin_multiplicity": 1, "symbols": ["C", "C", "C", "Al", "C", "N", "C", "C", "O", "C", "F", "F", "F", "H", "H", "H", "H", "H", "H", "H", "H", "H", "H", "H", "H", "H", "H", "H", "H", "O", "H", "H", "O", "H", "H", "O", "H", "H", "O", "H", "H", "O", "H", "H", "O", "H", "H", "O", "H", "H", "O", "H", "H", "O", "H", "H", "O", "H", "H", "O", "H", "H", "O", "H", "H", "O", "H", "H", "O", "H", "H", "O", "H", "H", "O", "H", "H", "O", "H", "H", "O", "H", "H", "O", "H", "H", "O", "H", "H", "O", "H", "H", "O", "H", "H"], "xyz": [[-4.060, -0.173, -0.046], [-3.001, -0.570, -1.195], [-1.758, 0.436, -1.261], [-0.042, -0.333, -0.381], [0.038, 0.463, 1.499], [1.422, 0.644, 2.047], [2.307, 1.421, 1.143], [-0.022, -2.404, -0.434], [1.298, -3.016, -0.202], [1.752, -2.871, 1.103], [2.319, -4.122, 1.469], [2.809, -1.977, 1.114], [0.780, -2.613, 2.048], [-3.604, -0.306, 1.005], [-4.411, 0.900, -0.123], [-4.950, -0.889, -0.086], [-2.625, -1.625, -1.016], [-3.573, -0.606, -2.185], [-1.553, 0.650, -2.350], [-2.010, 1.412, -0.742], [1.198, 0.214, -1.216], [-0.426, 1.515, 1.450], [-0.604, -0.127, 2.230], [1.433, 0.994, 3.008], [2.918, 0.704, 0.489], [1.668, 2.046, 0.435], [3.025, 2.073, 1.747], [-0.859, -2.877, 0.195], [-0.298, -2.673, -1.517], [-1.436, 2.240, 3.285], [-0.650, 2.082, 3.823], [-2.161, 2.239, 3.924], [-2.128, -0.404, -4.001], [-2.300, -0.314, -4.950], [-1.403, -1.041, -3.954], [-0.739, -3.362, 5.111], [-0.903, -3.271, 4.163], [-0.013, -3.998, 5.161], [-4.212, 2.981, 3.251], [-3.417, 3.289, 2.796], [-4.930, 3.220, 2.653], [5.111, 2.720, 0.641], [5.831, 3.337, 0.472], [5.391, 1.907, 0.195], [3.430, 1.374, -2.398], [3.971, 1.838, -1.742], [3.432, 0.458, -2.093], [-0.443, 4.709, 4.803], [-0.648, 4.112, 4.069], [-1.299, 5.072, 5.055], [-4.119, -1.619, 2.539], [-3.317, -1.776, 3.059], [-4.827, -1.613, 3.196], [-1.601, -0.646, 4.462], [-1.299, -1.417, 4.964], [-2.492, -0.483, 4.796], [3.638, 4.400, -2.210], [2.890, 4.967, -1.988], [3.233, 3.543, -2.400], [-4.839, -0.230, -4.992], [-4.046, -0.388, -4.456], [-5.557, -0.228, -4.350], [5.579, -0.290, -3.967], [4.827, 0.281, -3.746], [5.176, -1.145, -4.156], [-6.927, 1.219, 0.590], [-6.331, 0.788, 1.214], [-6.933, 0.627, -0.170], [-5.569, -4.078, 1.922], [-6.408, -3.913, 1.477], [-5.134, -3.211, 1.934], [5.477, 6.860, -2.634], [5.161, 5.977, -2.397], [4.775, 7.217, -3.188], [0.266, -5.292, 7.060], [0.568, -6.062, 7.555], [-0.625, -5.134, 7.391], [6.200, 0.767, -1.214], [6.780, 0.333, -0.577], [6.211, 0.177, -1.982], [-0.235, 2.539, -4.117], [-0.962, 1.908, -4.039], [0.520, 2.075, -3.732], [3.767, -3.642, -1.565], [4.061, -4.419, -1.079], [2.878, -3.471, -1.216], [6.691, -5.526, -2.001], [5.951, -4.953, -1.764], [6.277, -6.375, -2.191], [0.656, -0.144, -3.598], [0.488, -0.053, -4.546], [1.377, -0.783, -3.549], [-3.998, 2.530, -3.884], [-3.817, 3.347, -4.363], [-4.067, 1.861, -4.579]]}



Entry 7:
{"formula": "C7H6BrF3S", "method": "ωB97M-V/def2-TZVPD", "smiles": "FC(F)(F)/C(Br)=C/C=C\\C=C\\S", "largest_force_ev_per_a": 4.310, "mol_weight_g_mol": 259.1, "charge": 0, "relative_energy_kj_mol": 206.5, "gap_ha": 0.2887, "homo_energy_ev": -8.180, "lumo_ev": -0.3, "spin_multiplicity": 1, "symbols": ["C", "C", "C", "C", "C", "C", "C", "F", "F", "F", "S", "Br", "H", "H", "H", "H", "H", "H"], "xyz": [[0.506, -0.704, -0.587], [-0.317, -1.398, 0.203], [0.631, 0.680, -0.717], [-1.626, -1.121, 0.720], [0.238, 1.524, 0.234], [-2.571, -0.289, 0.183], [-3.851, -0.137, 0.840], [-4.097, -0.883, 1.930], [-4.051, 1.153, 1.176], [-4.870, -0.484, 0.023], [0.333, 3.157, 0.500], [-2.404, 0.721, -1.349], [1.234, -1.182, -1.165], [-0.049, -2.431, 0.383], [0.914, 0.998, -1.714], [-1.941, -1.643, 1.695], [-0.293, 1.058, 1.116], [0.549, 3.179, -0.766]]}



Entry 8:
{"formula": "C7H6BrFS", "method": "ωB97M-V/def2-TZVPD", "largest_force_ev_per_a": 4.355, "mol_weight_g_mol": 221.1, "charge": 0, "gap_ha": [0.3138, 0.2347], "homo_energy_ev": [-8.372, -8.160], "lumo_ev": [0.2, -1.8], "spin_multiplicity": 1, "symbols": ["C", "C", "C", "C", "C", "C", "C", "F", "S", "Br", "H", "H", "H", "H", "H", "H"], "xyz": [[1.856, -1.120, 0.338], [1.652, -0.115, 1.302], [1.475, -0.986, -0.959], [0.681, 0.847, 1.007], [0.637, 0.039, -1.329], [0.223, 0.951, -0.362], [-3.247, 0.313, -0.002], [-3.343, 0.652, 1.264], [-0.741, 2.277, -0.709], [-2.274, -1.220, -0.195], [2.434, -2.088, 0.499], [2.183, -0.340, 2.167], [1.737, -1.637, -1.662], [0.317, 1.605, 1.654], [0.277, 0.152, -2.321], [-3.868, 0.669, -0.693]]}



Entry 9:
{"formula": "C7H6Cl3NO2", "method": "ωB97M-V/def2-TZVPD", "largest_force_ev_per_a": 4.765, "mol_weight_g_mol": 242.5, "charge": 0, "relative_energy_kj_mol": 0.0, "gap_ha": 0.3023, "homo_energy_ev": -8.826, "lumo_ev": -0.6, "spin_multiplicity": 1, "symbols": ["C", "C", "C", "C", "C", "C", "C", "N", "O", "O", "Cl", "Cl", "Cl", "H", "H", "H", "H", "H", "H"], "xyz": [[-0.623, -0.596, -0.843], [-1.465, 0.204, 0.020], [0.730, -0.558, -0.793], [-0.951, 1.171, 0.785], [1.413, 0.354, 0.227], [0.471, 1.449, 0.744], [0.548, 2.722, -0.667], [1.039, 2.043, 1.930], [0.402, 2.842, 2.563], [2.203, 1.845, 2.124], [2.245, 3.134, -0.888], [-0.235, 2.061, -2.106], [-0.406, 4.135, -0.051], [-1.056, -1.305, -1.502], [-2.460, -0.134, 0.054], [1.123, -1.313, -1.389], [-1.511, 1.987, 1.318], [1.865, -0.050, 1.265], [2.370, 0.763, -0.274]]}



Entry 10:
{"formula": "C7H6ClFN2O2S", "method": "ωB97M-V/def2-TZVPD", "largest_force_ev_per_a": 4.546, "mol_weight_g_mol": 236.7, "charge": 0, "gap_ha": 0.3125, "homo_energy_ev": -8.225, "lumo_ev": 0.3, "spin_multiplicity": 1, "symbols": ["C", "C", "C", "C", "C", "C", "C", "N", "N", "O", "O", "F", "S", "Cl", "H", "H", "H", "H", "H", "H"], "xyz": [[2.253, 0.923, 0.088], [1.425, 2.029, -0.187], [-0.533, 0.827, 0.118], [0.142, -0.393, 0.139], [1.604, -0.310, 0.118], [0.068, 2.077, -0.040], [-2.401, 0.390, 0.052], [-0.619, -1.516, 0.241], [2.262, -1.563, 0.176], [-2.334, -1.530, -1.707], [-3.031, -2.307, 0.449], [-2.813, 0.513, 1.338], [-2.253, -1.383, -0.303], [-0.687, 3.611, -0.212], [3.341, 0.989, -0.195], [1.823, 3.117, -0.176], [-3.052, 1.001, -0.613], [-0.142, -2.438, 0.211], [1.677, -2.413, 0.015], [3.272, -1.623, 0.487]]}



Entry 11:
{"formula": "C7H6ClN2O2S", "method": "ωB97M-V/def2-TZVPD", "largest_force_ev_per_a": 5.912, "mol_weight_g_mol": 217.7, "charge": -1, "gap_ha": 0.1163, "homo_energy_ev": -2.456, "lumo_ev": 0.7, "spin_multiplicity": 1, "symbols": ["O", "O", "C", "C", "C", "C", "C", "C", "N", "S", "N", "C", "H", "H", "H", "H", "H", "H", "Cl"], "xyz": [[3.195, -0.593, -0.252], [2.659, 0.186, 0.741], [1.639, 1.072, 0.195], [0.185, 0.377, 0.176], [0.066, -1.115, 0.598], [-1.325, -1.840, 0.550], [-2.576, -1.045, 0.079], [-2.463, 0.457, -0.345], [-3.560, 1.289, -0.840], [-2.797, 2.780, -1.146], [-1.127, 2.615, -0.726], [-1.069, 1.214, -0.303], [2.459, -0.949, -0.825], [1.925, 1.219, -0.920], [1.627, 2.105, 0.683], [1.001, -1.687, 0.907], [-1.345, -2.949, 0.840], [-3.564, -1.627, 0.029], [5.072, -1.509, 0.559]]}